# C11H38BeO8

A structure of composition C11H38BeO8 (ωB97M-V/def2-TZVPD, the OMol25 dataset).

LUMO   -0.2594 Eh
E_HOMO   -16.33 eV
Energy relative to the best compared isomer or geometry (same formula, charge and spin)   0.0 kcal per mole
Spin multiplicity   1
Net charge   +2

CARTESIAN COORDINATES (ANGSTROEM)
Be 0.63702 0.39995 -0.23058
C -1.34807 0.23398 -4.07959
C -1.05933 -0.88603 -3.10301
O -1.14971 -0.37866 -1.75118
H -0.51763 0.94069 -4.10942
H -2.28310 0.75886 -3.88363
H -1.46070 -0.18743 -5.08079
H -0.06216 -1.29283 -3.25727
H -1.78507 -1.68570 -3.25614
H -2.08117 -0.31715 -1.51422
O 1.98028 0.34104 -2.34244
H 2.93683 0.23797 -2.26435
H 1.80482 0.33734 -3.29179
O 1.95549 0.38467 1.84873
H 2.88138 0.15742 1.99982
H 1.67875 0.83728 2.65375
O -0.09690 2.37674 -1.34433
H -0.89504 2.73369 -1.75479
H 0.63042 2.84992 -1.76249
O 2.41766 2.18560 -0.17450
H 3.18362 2.25695 0.40717
H 2.39778 3.02036 -0.65587
C 3.12395 -3.21390 -1.69730
C 1.87207 -2.99301 -0.89503
C 1.75475 -3.95890 0.26529
O 2.01572 -1.69874 -0.23908
H 3.99619 -2.99344 -1.07850
H 3.12263 -2.48600 -2.51510
H 3.22100 -4.17274 -2.20335
H 1.00988 -3.03860 -1.55956
H 1.60332 -4.97442 -0.10628
H 0.88644 -3.73421 0.88676
H 2.62834 -3.92971 0.91861
H 2.82449 -1.72892 0.28166
C -2.24361 3.17154 2.59971
C -1.24056 3.13670 1.46825
C -0.14337 4.19564 1.64176
O -0.51887 1.87214 1.45679
H -2.89953 4.03784 2.55556
H -1.65608 3.11870 3.52097
H -2.90082 2.30121 2.64037
H -1.64732 3.33932 0.47844
H 0.67317 4.07685 0.93788
H 0.18490 4.28996 2.67999
H -0.64052 5.16369 1.51329
H -0.40050 1.64757 2.38705
C -2.36355 -2.36682 0.90445
C -1.85731 -1.00449 1.39967
C -2.38903 -0.65327 2.75782
O -0.41401 -1.06522 1.44267
H -1.66115 -2.71577 0.14670
H -3.38508 -2.30293 0.52480
H -2.43838 -3.16430 1.64745
H -2.12783 -0.25792 0.65184
H -2.00715 0.33002 3.03577
H -2.07777 -1.38382 3.50625
H -3.47386 -0.54932 2.77441
H -0.19572 -1.59941 2.21689

Forces on the atoms, in the same order (eV/Å):
0.06 0.03 0.40
0.27 -0.23 -0.53
-0.48 0.48 -0.46
1.01 -0.08 0.93
-0.13 0.17 0.01
0.03 -0.02 0.25
0.12 0.03 -0.03
0.00 -0.01 0.24
0.07 -0.11 0.31
0.05 0.01 0.11
-0.34 0.10 0.31
-0.07 -0.05 0.18
-0.18 0.01 0.08
0.05 -0.12 -0.34
-0.05 -0.05 -0.02
-0.05 0.05 -0.10
0.44 -0.42 0.26
-0.11 -0.32 0.05
-0.05 -0.11 -0.11
-0.22 -0.26 -0.15
-0.13 -0.09 0.11
0.10 -0.02 0.03
0.21 0.71 -0.92
0.91 -0.72 1.16
-0.78 -0.69 -0.20
-1.19 1.67 -0.71
0.12 -0.36 -0.04
0.15 0.07 0.03
-0.11 -0.22 0.44
-0.24 0.57 0.35
0.23 -0.05 0.11
-0.04 0.13 -0.09
0.16 -0.06 -0.20
-0.03 -0.09 0.02
0.04 -0.68 -0.03
1.55 0.94 -0.03
-1.40 0.99 0.56
-0.28 -0.93 -0.71
0.30 0.21 0.18
-0.27 0.46 0.22
0.00 -0.03 -0.40
-0.33 -0.70 0.05
0.01 -0.02 0.05
0.38 -0.54 -0.06
0.28 0.11 -0.42
-0.01 -0.27 -0.12
-0.12 -0.02 -0.11
-0.57 -1.52 -0.07
-0.01 0.84 0.16
-0.15 1.02 -0.79
-0.32 -0.04 -0.28
0.12 0.15 -0.30
0.36 0.31 0.39
0.21 0.21 0.20
0.05 -0.10 0.24
-0.10 -0.06 -0.01
-0.02 -0.30 -0.06
0.51 0.05 -0.17


# C11H38N4O8

A cluster of 8 separate species, C11H38N4O8 in total (ωB97M-V/def2-TZVPD, the OMol25 dataset).

SMILES   NC(N)=O.NC(N)=O.CC(C)O.CC(C)O.CC(C)O.O.O.O
LUMO   0.0093 Eh
E_HOMO   -9.63 eV
Energy relative to the best compared isomer or geometry (same formula, charge and spin)   8.6 kcal per mole
Spin multiplicity   1

CARTESIAN COORDINATES (ANGSTROEM)
C -2.66666 -0.65477 3.90421
O -3.61158 -0.83952 4.63263
N -2.44789 -1.44899 2.85941
N -1.75092 0.29431 4.27920
H -3.33782 -1.84536 2.61209
H -1.79433 -1.21738 2.12461
H -2.31824 1.01593 4.70995
H -1.16711 0.73242 3.58302
C 1.80514 -2.33105 -2.77520
O 2.31420 -2.30840 -1.66368
N 0.56002 -1.86174 -2.88256
N 2.49132 -2.69305 -3.88383
H 0.15341 -1.67003 -1.99294
H -0.07344 -1.87401 -3.65759
H 2.03518 -2.74842 -4.75233
H 3.30738 -3.26561 -3.70223
C 1.19612 -3.10855 2.94825
C 1.62576 -3.17063 1.49512
C 0.69240 -4.00699 0.66315
O 1.86440 -1.83823 0.96536
H 0.10998 -2.89948 3.08944
H 1.77356 -2.35707 3.45806
H 1.49470 -4.07065 3.41809
H 2.60806 -3.64739 1.50804
H 0.96744 -4.25684 -0.35251
H -0.25117 -3.45702 0.62708
H 0.47639 -4.93367 1.18832
H 1.99279 -1.97473 -0.00920
C -3.92944 2.45010 -0.04637
C -2.61732 2.33967 0.65736
C -1.56144 3.15156 0.01992
O -2.72443 2.65336 2.02796
H -4.71548 1.96872 0.50269
H -3.74979 1.93479 -0.99690
H -4.21670 3.47546 -0.27875
H -2.28500 1.28882 0.55357
H -1.52744 3.03731 -1.08849
H -0.61733 2.88803 0.49443
H -1.79267 4.23680 0.21610
H -3.28847 1.98927 2.42927
C 0.86476 1.58455 -2.49600
C 2.23594 2.19077 -2.61144
C 2.39594 3.04360 -3.86254
O 2.37655 3.13408 -1.54121
H 0.14184 2.36531 -2.75057
H 0.79131 1.15653 -1.50434
H 0.66649 0.75156 -3.17338
H 3.02134 1.45539 -2.53890
H 3.40976 3.40387 -3.98417
H 1.64981 3.82621 -3.78871
H 2.18633 2.39061 -4.71462
H 1.95143 2.87028 -0.71626
O 1.90979 2.04043 1.25479
H 2.11387 2.49127 2.08579
H 2.74761 1.73987 0.88413
O -1.20304 -1.34077 -0.67800
H -0.90142 -0.66191 -0.04595
H -2.18494 -1.31771 -0.63570
O -0.09623 -0.07384 1.43397
H 0.28781 0.78785 1.22621
H 0.61150 -0.81490 1.27211

Forces on the atoms, in the same order (eV/Å):
0.67 0.32 1.42
-1.67 -0.12 0.51
0.08 -0.75 -1.64
0.15 1.38 -0.21
0.18 -0.57 -0.37
0.03 0.21 0.14
0.45 -0.03 0.55
0.19 -0.42 -0.43
-0.15 0.66 0.00
1.13 -0.57 0.64
-0.75 0.12 -0.51
0.86 -0.38 0.81
-0.68 0.24 0.47
0.29 -0.24 -0.36
-0.41 -0.24 -0.95
-0.24 0.29 -0.28
-0.40 -0.44 0.07
1.28 -0.10 0.04
-1.17 0.30 0.32
-0.74 -0.68 -0.32
0.73 -0.23 -0.08
0.15 0.48 0.22
-0.58 0.48 -0.21
0.18 -0.08 -0.10
0.49 0.22 -0.15
-0.17 -0.09 -0.21
0.09 -0.18 0.10
0.01 0.28 0.42
0.20 0.06 -1.09
-0.31 -1.39 -0.07
0.28 1.88 -0.31
0.41 0.38 0.40
-0.50 -0.32 0.18
-0.56 0.03 -0.06
0.01 0.10 0.19
-0.16 0.04 0.22
0.07 -0.19 0.90
0.27 0.28 -0.31
0.42 -0.88 -0.14
-0.13 -0.04 0.14
-0.02 -0.40 -0.79
-0.22 1.22 0.29
-0.20 -1.34 -0.06
0.50 0.38 0.25
-0.16 -0.13 0.60
-0.57 0.15 0.39
0.31 0.06 -0.15
0.33 -0.50 -0.01
0.05 0.36 0.16
0.12 0.33 -0.25
-0.09 0.23 -0.18
-0.10 -0.28 -0.21
-0.09 0.18 -0.02
0.04 -0.13 -0.25
0.06 -0.04 0.21
-1.33 -0.02 -0.17
0.08 0.03 0.34
1.04 -0.03 -0.13
0.22 -1.10 -0.34
0.48 -0.21 0.15
-0.48 1.43 0.27


# C11H38O11

A cluster of 9 separate species, C11H38O11 in total (ωB97M-V/def2-TZVPD, the OMol25 dataset).

SMILES   COC(=O)OC.CO.CO.CO.CO.CO.CO.CO.CO
LUMO   0.0104 Eh
E_HOMO   -9.40 eV
Energy relative to the best compared isomer or geometry (same formula, charge and spin)   25.7 kcal per mole
Spin multiplicity   1

CARTESIAN COORDINATES (ANGSTROEM)
C -2.29031 -3.17674 -0.39060
O -1.67106 -2.66862 -1.55103
H -3.38053 -3.17016 -0.42883
H -1.93140 -4.18684 -0.17123
H -2.00385 -2.59411 0.48399
H -1.70862 -3.29591 -2.27816
C -0.20786 -2.55565 -4.81937
O -0.93113 -3.70605 -5.20609
H 0.87074 -2.75143 -4.85943
H -0.29319 -1.70462 -5.50567
H -0.51636 -2.24438 -3.82761
H -0.52267 -4.11046 -5.97316
C 2.42368 2.64247 0.99017
O 3.42523 3.65147 0.99270
H 2.70158 1.83782 0.31216
H 2.26809 2.20823 1.98304
H 1.48121 3.07360 0.63461
H 3.22538 4.25184 1.71483
C -1.84052 2.89942 -0.19848
O -2.72873 2.80992 0.88990
H -2.38115 3.00266 -1.13306
H -1.16914 3.76210 -0.08534
H -1.15577 2.04443 -0.24553
H -2.21974 2.62260 1.69858
C 3.27669 -0.97614 -2.12825
O 4.48920 -0.68140 -2.82060
H 2.71613 -0.04938 -2.01862
H 2.67995 -1.72961 -2.64669
H 3.52922 -1.39342 -1.15659
H 4.25576 -0.31743 -3.67792
C 0.13459 -0.38225 0.14818
O 0.16659 -0.57460 -1.25405
H 0.61616 0.57383 0.35549
H -0.87139 -0.40662 0.56201
H 0.76078 -1.09702 0.69154
H -0.53527 -1.23548 -1.45645
C 1.16409 -3.51137 2.20501
O -0.03561 -2.87338 2.61657
H 1.07333 -3.82103 1.15669
H 1.99710 -2.81034 2.20276
H 1.39290 -4.37503 2.82842
H -0.70183 -3.52480 2.84310
C -1.27375 1.08699 -3.88059
O -0.02209 1.40385 -3.30020
H -1.86151 0.34034 -3.34392
H -1.81008 2.01305 -4.08893
H -1.10817 0.65242 -4.88023
H 0.18207 0.66790 -2.69656
C 0.36261 0.09959 3.76892
O -0.21513 0.97302 4.71391
C -0.86355 2.00347 4.21879
O -1.10770 2.18896 3.05189
O -1.21835 2.79475 5.20541
C -1.91296 3.98840 4.87708
H 0.41730 -0.91376 4.16374
H 1.37632 0.35175 3.46015
H -0.28411 -0.02891 2.90119
H -2.30539 4.44348 5.77836
H -2.69225 3.78010 4.14612
H -1.21551 4.69850 4.42786

Forces on the atoms, in the same order (eV/Å):
0.01 -0.63 0.69
0.09 0.47 -0.13
-0.02 -0.03 -0.28
-0.18 -0.09 -0.13
0.17 0.34 -0.26
-0.14 -0.13 0.07
1.07 0.24 -0.79
-0.48 0.01 0.26
-0.03 -0.13 0.57
-0.63 -0.06 0.02
0.02 -0.05 0.05
0.08 0.08 -0.06
-0.37 0.33 -0.03
0.15 -0.33 0.04
0.26 0.14 -0.06
0.01 0.03 0.00
-0.09 -0.23 0.07
0.03 0.07 -0.03
1.01 0.17 0.46
-0.34 -0.12 0.20
-0.18 -0.10 0.02
-0.18 0.16 -0.16
-0.30 -0.17 -0.23
-0.14 0.10 -0.47
0.24 0.26 -0.33
0.08 -0.36 0.12
-0.34 -0.17 0.23
-0.12 0.09 -0.10
0.13 0.16 0.08
0.00 0.04 0.00
0.84 0.34 0.23
-0.75 -0.67 -0.13
-0.36 0.22 0.00
-0.10 0.14 -0.02
-0.18 -0.38 -0.18
0.61 0.27 0.04
-0.26 -0.31 -0.71
0.14 0.49 0.19
0.00 -0.25 0.09
-0.16 0.18 0.44
0.16 0.02 0.01
0.09 -0.17 -0.03
0.50 -0.02 -1.32
-0.22 -0.49 0.37
-0.09 0.34 0.41
-0.27 -0.07 0.46
-0.02 -0.06 0.07
0.11 0.37 0.12
-0.14 -1.60 -0.91
0.53 -0.18 0.53
-0.29 0.31 -0.35
0.16 0.07 -0.22
-0.01 0.01 1.06
0.12 0.48 -0.87
-0.07 0.25 0.58
-0.10 0.59 0.10
0.13 0.40 -0.07
-0.05 -0.37 0.20
-0.13 0.06 0.14
-0.01 -0.04 -0.05